{
  "formula": "CH9N3",
  "method": "the ωB97M-V functional and the def2-TZVPD basis",
  "e_lumo_ha": 0.037,
  "relative_energy_kcal_mol": 4.64,
  "homo_ev": -9.52,
  "smiles": "NCN.N",
  "symbols": ["N", "C", "N", "H", "H", "H", "H", "H", "H", "N", "H", "H", "H"],
  "coordinates": [[-0.416, 0.740, 0.538], [0.907, 0.192, 0.955], [1.039, -0.101, 2.359], [-0.375, 0.814, -0.475], [-0.403, 1.701, 0.867], [1.181, -0.715, 0.411], [1.651, 0.946, 0.664], [1.205, 0.748, 2.866], [0.188, -0.483, 2.715], [-1.289, -0.754, -3.297], [-1.070, -1.214, -2.434], [-0.901, -1.271, -4.058], [-2.271, -0.625, -3.358]],
  "nbo_charge": [-0.845, -0.055, -0.828, 0.357, 0.342, 0.170, 0.153, 0.347, 0.359, -1.082, 0.359, 0.362, 0.362]
}